This record from OMol25 describes a 7-piece molecular cluster, C39H39F7NO20P overall. The level of theory is ωB97M-V/def2-TZVPD.

Calculated values
- LUMO level: -0.0669 Ha
- SMILES string: CCc1c(P(CC)CC)cc(F)c2c1C(=O)C=C(c1ccncc1)C2=O.O=C1OC[C@@H](F)O1.O=C1OC[C@@H](F)O1.O=C1OC[C@@H](F)O1.O=C1OC[C@@H](F)O1.O=C1OC[C@@H](F)O1.O=C1OC[C@@H](F)O1

Geometry as ORCA input:
```
! RIJCOSX wB97M-V def2-TZVPD def2/J DEFGRID3
* xyz 0 1
P -4.80856 2.88729 1.02313
F -1.91762 5.04175 -5.75541
F 2.81638 -3.44916 2.92229
F -1.46894 -4.30913 2.92520
F -1.66162 3.59029 -3.00162
F 5.79687 -0.71395 3.66264
F -1.85307 7.45947 3.55907
F 2.55145 -6.50030 -2.91780
O 1.81811 -6.65036 1.07720
O -0.07329 4.65871 4.47163
O 6.98892 -6.74627 -2.92499
O -1.63428 3.54913 5.65954
O 1.27230 -4.48346 0.84486
O 0.18494 -5.73542 2.33288
O 0.27297 2.61884 -6.86192
O 4.80553 1.31376 3.74839
O 4.68421 -3.82506 4.12402
O 6.62147 -4.78889 4.77991
O 5.90550 -4.97145 2.64974
O -2.04688 5.62738 4.86954
O 3.14702 2.84308 3.86066
O 2.85297 0.76379 4.68353
O 5.52475 -6.88055 -1.21637
O -0.44779 4.65311 -7.42777
O -0.24419 -0.62664 0.79765
O 0.67042 2.10794 -3.06018
O 1.28855 3.72659 -8.53922
O 4.76206 -6.76125 -3.31097
N 1.23848 -1.93873 -6.36733
C 4.68489 -4.62443 1.98764
C -3.33426 2.40500 -0.00200
C -4.19221 -0.42130 1.29368
C 0.46211 3.67043 -7.69540
C -6.09676 3.16171 -0.27010
C -2.55867 1.27660 0.34045
C -0.08369 5.88074 3.73265
C 0.20265 -3.66980 1.35526
C 0.45663 -2.55267 -5.48421
C -2.92425 0.41367 1.52379
C 5.82737 -4.56149 3.93707
C -5.51525 4.84134 2.79446
C 3.62534 -0.43569 4.60272
C 4.10082 -6.75727 -1.12673
C 1.15431 -5.71354 1.38766
C 0.12131 -0.15281 -2.60811
C -1.17344 1.74517 -1.62354
C 3.66373 -7.16425 -2.51440
C -1.28259 4.50628 5.06047
C -0.14810 -4.38713 2.63798
C -0.71232 2.98927 -5.88888
C -0.14243 -0.89356 -1.52721
C 5.02863 0.09889 4.43519
C 3.55527 1.75606 4.07809
C -1.45531 4.09329 -6.60607
C 5.87828 -6.78966 -2.52361
C -1.18131 6.65483 4.42063
C 1.69189 -0.73649 -6.01638
C 1.36658 -0.12733 -4.80967
C 0.53565 -0.76677 -3.89068
C -0.04506 1.32814 -2.49864
C 4.18062 -3.49227 2.85079
C -1.46678 0.96201 -0.49511
C 0.06930 -2.03338 -4.25804
C -3.02615 3.19188 -1.11819
C -6.83065 1.87279 -0.60530
C -0.59424 -0.22914 -0.28433
C -4.46258 4.57757 1.70224
C -1.94487 2.85746 -1.91951
H -0.58667 -2.59152 -3.60998
H 0.88725 6.36591 3.77881
H -0.85456 7.24679 5.27685
H -7.13226 1.33919 0.29166
H -0.21775 3.35359 -4.99109
H -6.75870 3.94368 0.09781
H -4.14967 -1.29824 1.93682
H 0.00326 -1.96225 -1.55144
H -2.28072 3.75300 -7.23434
H 4.00406 -5.47719 2.00377
H -5.64153 3.54645 -1.18386
H 3.49900 -1.04182 5.49604
H -5.09519 0.12865 1.52379
H 5.55447 0.29799 5.36962
H -6.08311 3.92691 2.96238
H -4.23029 -0.79854 0.27350
H 4.55156 -2.50847 2.56296
H -6.20743 1.20637 -1.19751
H 1.75667 0.85148 -4.59370
H 3.70003 -7.39214 -0.34352
H -4.50424 5.31448 0.90176
H 0.52057 -2.64723 1.51153
H -5.07259 5.10643 3.74706
H 4.87474 -4.32820 0.95989
H 3.83321 -5.72072 -0.92204
H -0.33753 5.67628 2.69117
H 3.30586 -1.00804 3.73130
H -7.70637 2.08882 -1.21193
H -1.34089 2.13859 -5.63523
H 2.32483 -0.20598 -6.71022
H -6.22910 5.58326 2.45135
H 0.08910 -3.53192 -5.76159
H -3.61831 4.05239 -1.39106
H 3.50097 -8.23552 -2.64191
H -0.62684 -3.68536 0.64684
H -3.45692 4.55744 2.11137
H -2.13171 -0.27294 1.77176
H 0.42412 -4.06538 3.50734
H -3.04849 1.05910 2.39108
*
```

Löwdin atomic charge list, values in e, 99 entries: P 1.027; F 0.075; F 0.066; F 0.082; F 0.096; F 0.071; F 0.071; F 0.073; O 0.159; O 0.075; O 0.189; O 0.185; O 0.053; O 0.148; O 0.064; O 0.134; O 0.125; O 0.198; O 0.090; O 0.116; O 0.189; O 0.080; O 0.069; O 0.134; O 0.106; O 0.142; O 0.187; O 0.132; N 0.072; C -0.040; C -0.265; C -0.094; C -0.547; C -0.412; C -0.146; C -0.052; C -0.054; C -0.141; C -0.209; C -0.537; C -0.162; C -0.053; C -0.067; C -0.559; C -0.065; C -0.010; C -0.309; C -0.548; C -0.303; C -0.065; C 0.088; C -0.302; C -0.542; C -0.311; C -0.547; C -0.317; C -0.116; C -0.003; C -0.151; C -0.267; C -0.309; C -0.022; C -0.014; C 0.012; C -0.166; C -0.305; C -0.400; C -0.194; H 0.106; H 0.142; H 0.173; H 0.059; H 0.118; H 0.079; H 0.070; H 0.124; H 0.173; H 0.135; H 0.061; H 0.147; H 0.032; H 0.176; H 0.040; H 0.078; H 0.154; H 0.067; H 0.105; H 0.125; H 0.072; H 0.111; H 0.063; H 0.142; H 0.130; H 0.144; H 0.124; H 0.067; H 0.141; H 0.112; H 0.067